No. 1
Molecular formula: C38H31N2O3SZn
Method: DFT, ωB97M-V/def2-TZVPD

Values from the calculation:
energy relative to the best compared isomer or geometry (same formula, charge and spin) = 30.2 kJ/mol
LUMO level (spin up / spin down) = 4.594 / 4.591 eV

The geometry in ORCA input format:
```
! RIJCOSX wB97M-V def2-TZVPD def2/J DEFGRID3
* xyz -2 2
Zn 0.470 0.483 1.063
O -0.939 1.042 2.302
C -2.213 0.592 2.065
C -2.356 -0.880 2.519
C -1.501 -1.928 1.836
C -2.003 -3.201 1.763
C -1.241 -4.271 1.218
C 0.043 -3.907 0.750
C 0.486 -2.615 0.819
C 1.830 -2.246 0.269
C 1.782 -1.288 -0.966
O 1.367 -0.035 -0.608
C 3.234 -1.169 -1.494
C 4.124 -0.438 -0.701
C 5.442 -0.256 -1.083
C 5.909 -0.790 -2.281
C 5.034 -1.503 -3.083
C 3.711 -1.691 -2.691
C 0.865 -1.876 -2.049
C -0.055 -1.040 -2.669
C -0.896 -1.521 -3.665
C -0.842 -2.853 -4.049
C 0.062 -3.703 -3.423
C 0.904 -3.216 -2.434
N -0.257 -1.574 1.364
C -3.207 1.390 2.936
C -2.713 2.223 3.933
C -3.579 2.927 4.761
C -4.954 2.811 4.604
C -5.456 1.985 3.606
C -4.588 1.284 2.781
C -2.612 0.822 0.595
C -2.952 -0.192 -0.293
C -3.257 0.099 -1.620
C -3.215 1.404 -2.080
C -2.857 2.423 -1.203
C -2.559 2.132 0.116
H -3.400 -1.205 2.447
H -2.105 -0.853 3.586
H -3.004 -3.378 2.148
H -1.622 -5.281 1.149
H 0.699 -4.651 0.307
H 2.383 -3.159 0.028
H 2.414 -1.703 1.023
H 3.750 0.013 0.210
H 6.106 0.320 -0.447
H 6.938 -0.639 -2.587
H 5.375 -1.912 -4.029
H 3.044 -2.240 -3.343
H -0.099 -0.013 -2.329
H -1.610 -0.851 -4.131
H -1.509 -3.232 -4.816
H 0.101 -4.752 -3.696
H 1.598 -3.891 -1.948
H -1.636 2.298 4.013
H -3.177 3.576 5.532
H -5.629 3.364 5.248
H -6.528 1.892 3.465
H -4.984 0.654 1.992
H -2.962 -1.223 0.039
H -3.502 -0.712 -2.296
H -3.438 1.627 -3.118
H -2.791 3.447 -1.556
H -2.237 2.915 0.791
O 0.622 2.501 0.247
N 1.847 2.908 0.108
C 2.109 3.743 -0.923
C 3.354 4.266 -1.154
C 4.391 3.903 -0.293
C 4.122 3.040 0.741
C 2.840 2.508 0.977
S 2.496 1.435 2.254
H 1.238 3.938 -1.530
H 3.505 4.925 -1.997
H 5.395 4.281 -0.443
H 4.899 2.720 1.421
*
```

Atomic partial charges in e from the Löwdin method, atoms 1 to 5:
1 Zn 0.57
2 O -0.25
3 C -0.53
4 C -0.08
5 C -0.32

No. 2
Molecular formula: C7H12NOP
Method: DFT, ωB97M-V/def2-TZVPD

Values from the calculation:
energy relative to the best compared isomer or geometry (same formula, charge and spin) = 204.5 kJ/mol
LUMO level (spin up / spin down) = 0.904 / 0.403 eV

The geometry in ORCA input format:
```
! RIJCOSX wB97M-V def2-TZVPD def2/J DEFGRID3
* xyz 0 1
C -1.660 2.638 1.442
C -1.090 2.415 0.269
C 1.192 -1.505 -1.140
C 1.823 -0.425 -0.289
C -0.006 -2.022 -0.213
C -1.327 1.295 -0.610
C 0.707 0.028 0.633
N -0.237 -0.996 0.783
O -2.201 0.281 -0.258
P -1.822 -0.459 1.184
H -1.332 3.502 2.129
H -2.395 2.092 2.067
H -0.388 3.095 -0.111
H 0.654 -1.211 -2.025
H 1.999 -2.158 -1.358
H 2.546 -0.912 0.403
H 2.299 0.406 -0.746
H -0.932 -2.103 -0.897
H 0.103 -2.976 0.226
H -0.848 1.151 -1.562
H 0.779 0.754 1.335
H -2.742 -1.541 0.922
*
```

Atomic partial charges in e from the Löwdin method, atoms 1 to 5:
1 C -0.08
2 C -0.26
3 C -0.14
4 C -0.17
5 C -0.19

No. 3
Molecular formula: C14H16IrN4OS2
Method: DFT, ωB97M-V/def2-TZVPD

Values from the calculation:
energy relative to the best compared isomer or geometry (same formula, charge and spin) = 22.5 kJ/mol
LUMO level = -4.016 eV

The geometry in ORCA input format:
```
! RIJCOSX wB97M-V def2-TZVPD def2/J DEFGRID3
* xyz 1 1
Ir 1.420 -0.843 -0.751
S 1.466 2.840 1.727
C 1.589 1.500 2.779
C 1.521 0.306 2.127
C 1.383 0.488 0.728
C 1.317 1.801 0.374
C 1.008 2.086 -0.991
C 0.768 3.326 -1.569
C 0.390 3.391 -2.894
C 0.250 2.221 -3.629
C 0.510 1.023 -3.001
N 0.887 0.955 -1.717
H 1.716 1.667 3.837
H 1.586 -0.651 2.625
H 0.869 4.224 -0.974
H 0.197 4.352 -3.353
H -0.051 2.235 -4.666
H 0.430 0.080 -3.525
C -3.595 0.505 1.894
C -3.689 -0.150 0.514
C -2.484 -0.988 0.229
N -1.335 -0.506 -0.053
N -0.378 -1.486 -0.226
C -0.821 -2.725 -0.061
N -0.079 -3.817 -0.177
S -2.507 -2.737 0.314
H -4.465 1.135 2.071
H -2.700 1.123 1.962
H -3.554 -0.247 2.683
H -3.759 0.609 -0.265
H -4.585 -0.767 0.442
H 0.950 -3.647 -0.171
H -0.481 -4.721 -0.003
C 3.280 -2.508 0.779
O 2.251 -2.549 -0.195
H 3.859 -3.431 0.729
H 2.864 -2.418 1.786
H 3.971 -1.675 0.619
*
```

Atomic partial charges in e from the Löwdin method, atoms 1 to 5:
1 Ir 1.37
2 S 1.08
3 C -0.38
4 C -0.17
5 C -0.33

No. 4
Molecular formula: C5H12O
Method: DFT, ωB97M-V/def2-TZVPD

Values from the calculation:
structure (SMILES) = CC(C)(C)CO
energy relative to the best compared isomer or geometry (same formula, charge and spin) = 11.4 kJ/mol
LUMO level = 0.821 eV

The geometry in ORCA input format:
```
! RIJCOSX wB97M-V def2-TZVPD def2/J DEFGRID3
* xyz 0 1
C 0.921 -0.287 -1.233
C 0.169 0.059 0.056
C 0.658 1.406 0.596
C 0.401 -1.035 1.104
C -1.327 0.184 -0.237
O -1.814 -1.045 -0.749
H 0.784 0.495 -1.991
H 0.562 -1.231 -1.654
H 1.996 -0.380 -1.041
H 0.503 2.211 -0.133
H 0.134 1.681 1.520
H 1.729 1.366 0.823
H 1.470 -1.140 1.324
H -0.112 -0.796 2.043
H 0.026 -2.000 0.751
H -1.855 0.458 0.692
H -1.485 1.000 -0.963
H -2.760 -0.946 -0.909
*
```

Atomic partial charges in e from the Löwdin method, atoms 1 to 5:
1 C -0.06
2 C -0.62
3 C -0.07
4 C -0.06
5 C -0.25

No. 5
Molecular formula: C27H32Br3F32O8P
Method: DFT, ωB97M-V/def2-TZVPD

Values from the calculation:
energy relative to the best compared isomer or geometry (same formula, charge and spin) = 3168.5 kJ/mol
LUMO level = -0.026 eV

The geometry in ORCA input format:
```
! RIJCOSX wB97M-V def2-TZVPD def2/J DEFGRID3
* xyz 0 1
C -0.536 3.500 -5.570
C -1.624 4.468 -5.175
O -2.142 5.109 -6.361
P -3.424 6.082 -6.165
O -3.265 7.076 -5.066
O -4.665 5.122 -5.944
C -4.801 3.907 -6.680
C -6.318 3.652 -6.893
O -3.720 6.686 -7.685
C -2.737 7.441 -8.370
C -3.162 8.862 -8.314
H -0.853 2.749 -6.294
H 0.360 3.995 -5.945
H -0.200 2.950 -4.691
H -2.435 3.897 -4.722
H -1.354 5.216 -4.429
H -4.371 3.973 -7.680
H -4.189 3.274 -6.038
H -6.913 4.559 -6.997
H -6.596 3.059 -7.765
H -6.715 3.129 -6.023
H -1.727 7.330 -7.975
H -2.694 7.122 -9.411
H -4.122 8.998 -8.812
H -3.217 9.214 -7.284
H -2.348 9.362 -8.839
C -2.538 4.158 -8.659
C -1.300 4.820 -9.369
C 0.072 4.180 -8.954
F 1.073 4.759 -9.612
F 0.298 4.303 -7.625
F -1.481 4.613 -10.711
F -1.202 6.134 -9.153
O -2.614 2.856 -9.108
C -3.389 1.982 -8.268
C -3.311 0.498 -8.776
F -2.042 0.228 -8.925
F -3.991 -0.466 -8.190
F -3.002 2.047 -6.977
F -4.626 2.380 -8.273
H -3.407 4.792 -8.840
H -2.216 4.246 -7.622
H 0.111 3.116 -9.188
H -3.762 0.458 -9.768
C -0.148 -0.638 -9.046
C 0.450 -2.030 -9.232
C -0.390 -2.837 -10.267
F -1.644 -2.918 -9.879
F -0.340 -2.257 -11.445
F 1.652 -1.988 -9.750
F 0.500 -2.768 -8.144
O 0.729 0.196 -8.224
C 1.432 1.278 -8.940
C 2.308 2.069 -7.965
F 3.310 1.347 -7.464
F 2.827 3.288 -8.306
F 2.122 0.829 -9.967
F 0.486 2.132 -9.409
H -1.134 -0.645 -8.581
H -0.327 -0.165 -10.012
H -0.125 -3.893 -10.321
H 1.723 2.354 -7.091
C 0.507 7.186 -11.498
C 1.586 6.878 -10.450
C 1.130 7.062 -8.967
F 2.140 6.991 -8.134
F 0.313 8.153 -8.775
F 2.144 5.681 -10.640
F 2.603 7.699 -10.694
O -0.718 6.378 -11.299
C -1.893 6.698 -12.054
C -2.860 5.611 -11.719
F -3.548 5.664 -10.546
F -3.845 5.655 -12.624
F -2.324 7.973 -11.773
F -1.566 6.640 -13.351
H 0.913 6.822 -12.442
H 0.324 8.257 -11.578
H 0.447 6.273 -8.653
H -2.447 4.610 -11.837
C -2.825 1.452 -12.481
C -1.433 2.180 -12.706
C -0.628 2.259 -11.412
F 0.399 3.113 -11.511
F -1.313 2.565 -10.315
F -0.780 1.486 -13.620
F -1.727 3.384 -13.236
O -2.710 0.170 -11.844
C -3.851 -0.660 -11.809
C -3.735 -1.865 -10.894
F -3.462 -1.401 -9.695
F -4.816 -2.621 -10.875
F -4.975 0.117 -11.463
F -4.108 -1.165 -13.043
H -3.350 1.360 -13.432
H -3.485 1.998 -11.807
H -0.177 1.293 -11.185
H -2.951 -2.567 -11.176
C -5.302 3.416 -10.849
Br -5.092 1.520 -10.141
Br -3.677 3.818 -11.924
Br -5.524 4.749 -9.429
H -6.156 3.383 -11.526
*
```

Atomic partial charges in e from the Löwdin method, atoms 1 to 5:
1 C -0.06
2 C -0.21
3 O -0.24
4 P 0.52
5 O -0.23

No. 6
Molecular formula: C2H2N2Si
Method: DFT, ωB97M-V/def2-TZVPD

Values from the calculation:
energy relative to the best compared isomer or geometry (same formula, charge and spin) = 304.4 kJ/mol
LUMO level = -2.564 eV

The geometry in ORCA input format:
```
! RIJCOSX wB97M-V def2-TZVPD def2/J DEFGRID3
* xyz 0 1
C -0.395 1.590 -0.160
C 1.669 -1.178 -0.093
N 0.236 2.523 0.026
N 2.754 -1.547 0.096
Si -1.027 -0.147 -0.044
H -1.850 -0.915 -1.161
H -1.388 -0.326 1.336
*
```

Atomic partial charges in e from the Löwdin method, atoms 1 to 5:
1 C -0.42
2 C -0.32
3 N 0.11
4 N -0.10
5 Si 0.83

No. 7
Molecular formula: C31H44N13O2
Method: DFT, ωB97M-V/def2-TZVPD

Values from the calculation:
LUMO level = -4.822 eV

The geometry in ORCA input format:
```
! RIJCOSX wB97M-V def2-TZVPD def2/J DEFGRID3
* xyz 1 1
O 1.833 -0.958 2.041
C 1.613 -2.143 2.556
O 0.269 -2.410 3.025
C 2.842 -3.242 2.583
C 3.251 -3.432 0.998
C 2.576 -4.606 0.095
C 3.061 -4.612 -1.460
C 4.116 -3.494 -1.961
N 4.708 -2.462 -1.046
C 4.303 -2.399 0.389
H -0.247 -2.627 2.184
H 2.461 -4.253 3.032
H 3.742 -2.886 3.229
H 1.799 -5.366 0.521
H 2.590 -5.420 -2.135
H 4.442 -3.476 -3.078
H 5.385 -1.732 -1.382
H 4.728 -1.588 1.107
C 0.831 0.242 -0.749
C 1.003 -0.559 -2.017
N 1.142 -1.203 -3.037
H 0.889 -0.418 0.119
H 1.618 0.997 -0.676
H -0.140 0.741 -0.752
C -3.906 0.309 -0.791
C -2.786 -0.448 -0.120
N -1.884 -1.053 0.420
H -3.542 0.777 -1.709
H -4.721 -0.375 -1.040
H -4.285 1.084 -0.122
C 2.277 -3.805 6.345
C 3.595 -4.475 6.038
N 4.655 -5.013 5.789
H 2.425 -3.014 7.081
H 1.859 -3.370 5.434
H 1.572 -4.537 6.746
C -6.498 0.871 -4.274
C -5.511 1.860 -3.671
N -4.721 2.648 -3.187
H -5.997 0.261 -5.027
H -6.891 0.229 -3.492
H -7.322 1.414 -4.743
C 1.998 0.474 6.733
C 1.217 -0.771 7.077
N 0.590 -1.772 7.353
H 2.299 0.990 7.648
H 2.892 0.207 6.165
H 1.382 1.147 6.133
C -1.135 3.733 -1.653
C 0.367 3.771 -1.508
N 1.575 3.792 -1.390
H -1.561 4.700 -1.377
H -1.403 3.508 -2.688
H -1.552 2.962 -1.001
C 5.472 3.679 -1.078
C 5.958 2.419 -0.404
N 6.348 1.404 0.137
H 4.407 3.821 -0.878
H 6.024 4.542 -0.699
H 5.624 3.606 -2.158
C 0.137 3.618 3.941
C 0.490 3.952 5.370
N 0.773 4.227 6.525
H -0.444 2.693 3.907
H -0.454 4.426 3.505
H 1.049 3.487 3.354
C -9.309 -2.379 -5.603
C -8.326 -1.411 -4.990
N -7.530 -0.625 -4.493
H -8.808 -2.987 -6.361
H -9.715 -3.036 -4.831
H -10.129 -1.830 -6.072
C -1.626 -4.534 6.626
C -1.571 -6.016 6.340
N -1.527 -7.207 6.111
H -2.185 -4.024 5.838
H -2.120 -4.358 7.584
H -0.615 -4.125 6.666
C 1.106 2.510 -5.120
C -0.392 2.492 -4.934
N -1.597 2.478 -4.785
H 1.454 1.521 -5.425
H 1.374 3.240 -5.888
H 1.594 2.786 -4.182
C -0.332 6.372 -7.024
C 0.983 5.692 -7.320
N 2.048 5.147 -7.564
H -0.182 7.170 -6.292
H -0.744 6.802 -7.940
H -1.043 5.648 -6.619
*
```

Atomic partial charges in e from the Löwdin method, atoms 1 to 5:
1 O -0.01
2 C -0.30
3 O 0.00
4 C -0.06
5 C -0.08

No. 8
Molecular formula: CF5LiO3PRh
Method: DFT, ωB97M-V/def2-TZVPD

Values from the calculation:
LUMO level (spin up / spin down) = -10.873 / -14.627 eV

The geometry in ORCA input format:
```
! RIJCOSX wB97M-V def2-TZVPD def2/J DEFGRID3
* xyz 2 5
P -1.285 -0.482 -0.452
F -1.716 -1.856 0.207
F 0.027 1.032 -1.906
F -2.631 0.271 -0.044
F -1.872 -0.740 -1.906
F 0.150 -1.245 -0.991
O -0.529 0.204 0.827
O 0.953 0.838 2.335
C 0.763 0.463 1.186
O 1.693 0.385 0.321
Li 2.886 1.092 1.968
Rh 1.559 0.038 -1.546
*
```

Atomic partial charges in e from the Löwdin method, atoms 1 to 5:
1 P 0.56
2 F -0.01
3 F -0.30
4 F -0.02
5 F -0.03

Number 1: molar mass 661.1 g mol⁻¹. Number 2: molar mass 157.2 g mol⁻¹. Number 3: molar mass 512.7 g mol⁻¹. Number 4: molar mass 88.1 g mol⁻¹. Number 5: molar mass 1363.2 g mol⁻¹. Number 6: molar mass 82.1 g mol⁻¹. Number 7: molar mass 630.8 g mol⁻¹. Number 8: molar mass 295.8 g mol⁻¹.